# 1
# C4H5GdO5

A molecular structure, C4H5GdO5 at a distorted geometry (ωB97M-V with the def2-TZVPD basis set, the Open Molecules 2025 dataset).

Calculated values
Frontier orbital gap (alpha / beta), eV: 7.8 / 9.5
<S²>: 20.03
LUMO energy (alpha / beta), Eh: -0.15718 / -0.16866
Charge: +1
2S+1: 9
Electronic energy, eV: -35294.6539
E_HOMO (alpha / beta), eV: -12.050 / -14.092
ΔE to the lowest compared entry with this formula, charge and spin, kcal per mole: 8.4

Positions of all 15 atoms, in Å:
O (0.12, -0.93, -0.52)
O (-0.95, 1.55, 0.65)
C (-1.53, 0.96, 1.54)
C (-2.06, -0.43, 1.46)
O (-2.08, -1.00, 0.19)
C (-0.93, -1.76, -0.19)
Gd (0.02, 1.17, -1.46)
H (-1.63, 1.44, 2.53)
H (-3.09, -0.40, 1.86)
H (-1.47, -1.03, 2.18)
H (-1.27, -2.35, -1.06)
H (-0.64, -2.42, 0.64)
O (2.02, 0.55, 0.13)
C (1.78, -0.54, 0.59)
O (1.97, -1.29, 1.49)

=====

# 2
# C4H5HgLiO2

A molecular structure, C4H5HgLiO2 at a distorted geometry (ωB97M-V with the def2-TZVPD basis set, the Open Molecules 2025 dataset).

Calculated values
Frontier orbital gap (alpha / beta), eV: 4.4 / 5.8
<S²>: 2.02
LUMO energy (alpha / beta), Eh: -0.04384 / -0.07723
Charge: 0
2S+1: 3
Electronic energy, eV: -12698.0668
E_HOMO (alpha / beta), eV: -5.640 / -7.930
ΔE to the lowest compared entry with this formula, charge and spin, kcal per mole: 39.5

Positions of all 13 atoms, in Å:
C (2.02, -0.51, 0.97)
C (0.79, -0.24, 1.75)
C (-0.33, 0.03, 0.85)
C (-0.69, -0.46, -0.38)
O (-1.83, -0.27, -0.96)
O (2.30, -1.73, 0.67)
Li (1.08, -3.05, 0.68)
Hg (-3.25, -0.09, -2.95)
H (2.30, 0.27, 0.22)
H (1.81, 0.50, 2.13)
H (0.56, -0.77, 2.69)
H (-1.07, 0.71, 1.30)
H (0.07, -0.95, -1.02)

=====

# 3
# C4H5I

2 unconnected molecules or ions with the total composition C4H5I at a distorted geometry (ωB97M-V with the def2-TZVPD basis set, the Open Molecules 2025 dataset).

Calculated values
Frontier orbital gap (alpha / beta), eV: 6.6 / 9.0
LUMO energy (alpha / beta), Eh: -0.06504 / -0.00201
Charge: 0
2S+1: 1
Electronic energy, eV: -12322.7422
E_HOMO (alpha / beta), eV: -8.382 / -9.027
ΔE to the lowest compared entry with this formula, charge and spin, kcal per mole: 122.8

Positions of all 10 atoms, in Å:
C (2.17, 0.84, 0.08)
C (-1.01, -0.22, -0.13)
C (1.94, -0.35, -0.34)
C (-2.07, -0.87, 0.12)
I (-4.15, 0.10, 0.10)
H (3.23, 1.32, 0.31)
H (1.46, 1.53, 0.37)
H (-0.74, 0.69, -0.73)
H (1.48, -1.28, -0.51)
H (-2.30, -1.76, 0.72)

=====

# 4
# C4H5I

A single C4H5I molecule at a distorted geometry (ωB97M-V with the def2-TZVPD basis set, the Open Molecules 2025 dataset).

Calculated values
Frontier orbital gap, eV: 9.6
LUMO energy, Eh: 0.01739
Structure (SMILES): C=C/C=C\I
Charge: 0
2S+1: 1
Electronic energy, eV: -12327.0206
E_HOMO, eV: -9.121
ΔE to the lowest compared entry with this formula, charge and spin, kcal per mole: 24.2

Positions of all 10 atoms, in Å:
C (0.49, 1.27, 0.57)
C (-0.76, -0.89, 0.13)
C (0.25, 0.27, -0.27)
C (-2.06, -1.19, 0.48)
I (-3.70, 0.25, 0.12)
H (1.30, 1.99, 0.61)
H (-0.21, 1.40, 1.41)
H (-0.13, -1.73, 0.62)
H (0.80, 0.29, -1.15)
H (-2.44, -2.15, 0.75)

=====

# 5
# C4H5I

A single C4H5I molecule at a distorted geometry (ωB97M-V with the def2-TZVPD basis set, the Open Molecules 2025 dataset).

Calculated values
Frontier orbital gap (alpha / beta), eV: 7.2 / 8.4
LUMO energy (alpha / beta), Eh: -0.02734 / -0.03130
Charge: 0
2S+1: 1
Electronic energy, eV: -12324.4918
E_HOMO (alpha / beta), eV: -7.980 / -9.218
ΔE to the lowest compared entry with this formula, charge and spin, kcal per mole: 82.5

Positions of all 10 atoms, in Å:
C (-0.59, 1.68, -0.33)
C (-1.22, 0.53, -0.38)
C (-0.48, -0.70, -0.07)
C (0.95, -0.39, 0.43)
I (-0.62, -2.47, -1.15)
H (0.24, 1.84, 0.39)
H (-2.12, 0.42, -0.95)
H (1.75, -0.20, -0.20)
H (1.15, -1.25, 1.12)
H (0.94, 0.54, 1.14)

=====

# 6
# C4H5I2NO3

2 unconnected molecules or ions with the total composition C4H5I2NO3 at a distorted geometry (ωB97M-V with the def2-TZVPD basis set, the Open Molecules 2025 dataset).

Calculated values
Frontier orbital gap, eV: 8.5
LUMO energy, Eh: -0.03937
Structure (SMILES): O=C(I)/N=C\I.O=CCO
Charge: 0
2S+1: 1
Electronic energy, eV: -28060.2606
E_HOMO, eV: -9.564
ΔE to the lowest compared entry with this formula, charge and spin, kcal per mole: 0.0

Positions of all 15 atoms, in Å:
C (-3.30, -1.85, -1.49)
C (-0.35, 0.34, 0.18)
C (-3.04, 0.52, -1.27)
C (0.87, 0.00, 1.01)
N (-3.11, -0.59, -1.74)
O (-3.98, -2.70, -1.95)
O (-0.38, 0.34, -1.00)
O (0.49, -0.08, 2.34)
I (-3.93, 1.15, 0.58)
I (-1.77, -2.43, 0.13)
H (-1.21, 0.86, 0.87)
H (-2.74, 1.48, -1.93)
H (1.48, 1.01, 0.93)
H (1.44, -0.81, 0.59)
H (0.02, -0.92, 2.46)